(1)
Formula: C20H21Br45I2N2O6S
Source: the Open Molecules 2025 dataset
Level of theory: ωB97M-V with the def2-TZVPD basis set

The value obtained for the relative energy (zero: lowest compared OMol25 entry of this formula, charge and spin) is 0.0000 eV. Its net charge is 0.

Structure (XYZ):
```
97
Properties=species:S:1:pos:R:3:forces:R:3
C -3.24078 2.57069 0.49196 -0.47 -0.79 -1.29
C -2.32715 2.18092 -0.64320 -1.72 -0.46 0.47
I -3.22122 1.24599 -2.33864 -0.41 0.20 0.39
C -1.05752 2.41440 -0.62324 2.18 -0.57 0.32
I -0.32649 3.45244 1.10379 -0.08 0.02 -0.57
C -0.04706 2.06558 -1.75360 -0.97 1.25 1.80
N -0.32346 3.02963 -2.71798 1.06 -0.12 -0.89
O 1.25863 2.30795 -1.11643 1.18 -1.06 -0.22
S 1.79045 0.96657 -0.45002 -0.38 -1.66 0.00
O 3.12493 0.66343 -0.71875 2.27 0.63 -1.49
O 1.45989 0.73240 0.89150 -1.62 0.92 1.37
O 0.89250 -0.09157 -1.30078 0.28 1.64 0.45
C 0.09800 0.61827 -2.20628 -0.40 -2.18 -1.35
O 0.67167 0.51376 -3.53659 -1.34 1.35 0.58
N 1.97535 -0.08142 -3.50087 -0.45 -2.29 0.25
O 2.77322 0.70463 -3.65073 1.86 1.42 -0.75
H -2.87734 2.22964 1.44528 0.34 0.04 0.30
H -3.35773 3.64129 0.45202 -0.23 0.40 0.31
H -4.17824 2.07405 0.31835 -0.62 0.12 0.14
H 0.05350 2.76598 -3.61580 0.15 0.13 -0.34
H -1.31272 3.16892 -2.79251 -0.26 0.35 -0.05
H -0.77205 -0.03347 -2.28332 -0.13 1.44 0.07
C -0.45173 -3.57625 -1.31020 0.03 0.00 0.08
Br -1.30336 -5.16367 -1.99719 0.06 0.06 0.05
Br -1.48332 -1.98661 -1.69182 -0.57 -1.16 0.29
Br -0.03032 -3.72862 0.56061 -0.08 0.12 -0.11
H 0.48770 -3.47014 -1.83028 0.04 0.01 -0.08
C 1.38375 5.93715 -6.26770 -0.03 0.07 0.02
Br 1.69483 4.08358 -5.84815 0.01 0.02 0.03
Br -0.48939 6.38878 -6.22639 0.11 -0.06 0.04
Br 2.42993 7.09293 -5.13848 -0.52 0.15 -0.12
H 1.72424 6.08964 -7.27978 0.01 -0.01 -0.08
C 0.47656 -4.38250 4.82498 -0.01 0.18 -0.03
Br 1.74189 -4.96514 6.15278 -0.08 -0.03 0.03
Br -1.21692 -3.89905 5.59408 0.21 -0.10 0.36
Br 1.18249 -2.96270 3.73236 -1.78 -0.04 -0.25
H 0.29644 -5.22193 4.17510 0.02 -0.09 -0.04
C -4.65232 -2.32695 3.95501 0.13 0.00 -0.02
Br -5.81581 -1.09314 3.04505 0.01 0.04 0.02
Br -3.12737 -2.78969 2.87932 -0.15 0.14 -0.30
Br -4.12307 -1.66927 5.68672 -0.09 0.03 -0.04
H -5.21364 -3.23300 4.11773 -0.06 -0.05 0.02
C 4.46430 10.13331 -6.23769 0.08 0.16 -0.02
Br 6.21698 10.26848 -7.02202 -0.09 0.10 0.10
Br 4.52257 10.30166 -4.31922 -0.01 -0.05 -0.09
Br 3.22624 11.37928 -7.02969 0.07 -0.06 0.06
H 4.09729 9.14291 -6.45390 -0.04 -0.07 -0.01
C 4.89068 4.59852 -2.20021 0.01 0.06 0.00
Br 3.68857 5.25661 -0.84235 0.02 -0.02 -0.10
Br 4.32121 2.87820 -2.84534 0.24 0.47 -0.01
Br 5.13837 5.87911 -3.62605 0.24 -0.30 0.31
H 5.85459 4.46832 -1.73570 0.06 -0.02 0.07
C 1.21860 -8.97713 4.60833 0.07 0.02 0.16
Br 3.11625 -8.66275 4.60157 -0.10 0.14 0.01
Br 0.47577 -8.84370 6.38077 0.03 0.03 -0.14
Br 0.30111 -7.83455 3.35098 0.03 -0.09 -0.01
H 1.06518 -9.99279 4.27631 -0.01 -0.06 -0.04
C 6.51341 -0.87848 -1.63469 -0.04 0.00 -0.01
Br 7.15136 -0.62170 -3.43772 -0.04 -0.03 0.12
Br 5.35052 -2.40838 -1.50065 0.07 0.07 0.00
Br 7.96563 -0.97252 -0.37118 -0.07 -0.02 -0.08
H 5.92421 -0.01012 -1.37896 -0.07 0.04 0.01
C -8.45559 2.89232 -0.11839 0.06 0.06 0.05
Br -9.27520 4.24665 -1.21600 0.08 -0.06 0.06
Br -6.80242 2.25334 -0.88262 -0.12 0.04 -0.04
Br -8.20939 3.49241 1.69473 0.01 -0.02 -0.08
H -9.13471 2.05520 -0.08789 -0.04 -0.06 0.00
C 6.78598 6.06197 -7.97177 0.11 0.11 -0.02
Br 7.73913 5.49350 -6.40147 -0.07 0.08 -0.09
Br 5.04341 6.77821 -7.53813 0.14 -0.24 0.00
Br 7.82247 7.29597 -9.02846 -0.06 -0.07 0.05
H 6.62308 5.18599 -8.57821 -0.05 -0.06 -0.05
C -4.55957 -7.01604 -2.91850 -0.09 -0.03 0.03
Br -5.48084 -6.54450 -1.29140 0.08 -0.03 -0.13
Br -4.32290 -8.92175 -3.07629 -0.03 0.09 0.01
Br -5.42776 -6.27280 -4.46925 0.04 -0.05 0.08
H -3.57412 -6.57793 -2.86760 -0.03 0.03 0.01
C -2.53581 -2.28695 9.61560 -0.06 -0.04 0.03
Br -3.33765 -3.90129 8.93489 0.02 0.09 0.07
Br -3.61264 -0.73530 9.22335 0.05 -0.09 0.02
Br -2.14431 -2.42250 11.49671 -0.05 0.01 -0.10
H -1.59534 -2.15889 9.10316 0.06 0.01 -0.06
C 4.03945 -1.12519 4.21346 0.04 -0.08 -0.13
Br 3.00128 -0.49859 5.71357 0.06 0.03 0.00
Br 4.11282 -3.05238 4.15222 1.83 0.10 0.23
Br 3.41044 -0.37928 2.55168 0.06 -0.20 0.38
H 5.04875 -0.77658 4.36053 0.06 -0.01 0.06
C 3.00687 -11.09579 1.26919 0.06 -0.02 -0.03
Br 4.70776 -10.34822 0.76379 -0.09 -0.06 0.04
Br 2.28648 -12.23398 -0.10792 0.05 0.05 0.08
Br 3.10738 -12.00572 2.96636 -0.03 -0.08 -0.11
H 2.32159 -10.27117 1.39097 -0.04 0.07 0.01
C -10.20148 4.33983 5.68436 0.05 -0.04 -0.09
Br -10.96736 5.10315 4.09010 0.04 -0.03 0.07
Br -10.29477 2.41526 5.66757 0.03 0.10 -0.03
Br -8.40066 4.96295 5.97356 -0.07 -0.05 -0.05
H -10.79415 4.68030 6.51764 -0.04 0.03 0.07
```
Forces are in eV/Å.

---

(2)
Formula: C30H55BeN4OP2S
Source: the Open Molecules 2025 dataset
Level of theory: ωB97M-V with the def2-TZVPD basis set

The value obtained for the relative energy (zero: lowest compared OMol25 entry of this formula, charge and spin) is 4.7207 eV. Its net charge is +1.

Structure (XYZ):
```
94
Properties=species:S:1:pos:R:3:forces:R:3
C -0.77873 2.88090 -0.93891 0.17 -0.90 -1.18
C -0.39710 1.36214 -2.72607 -0.40 0.99 1.00
C -1.05758 3.90953 -1.84487 0.05 -0.14 -0.10
C -0.65001 2.37406 -3.66953 -0.02 -0.19 0.23
C -1.00216 3.64926 -3.22505 0.05 -0.22 0.43
H -1.29769 4.90832 -1.47039 0.09 -0.34 -0.17
H -0.57384 2.14597 -4.73648 -0.02 0.11 0.38
H -1.21734 4.44572 -3.94453 0.10 -0.32 0.30
N -0.49297 1.62298 -1.38606 -0.14 0.59 -0.48
P 0.56556 1.94096 1.32200 0.32 1.16 -0.16
P -0.66850 -1.30505 -1.92983 -0.09 0.10 -0.44
C -0.71288 3.10261 0.55325 -0.01 -0.38 0.49
H -0.55855 4.17127 0.78079 0.00 -0.46 -0.06
H -1.66602 2.78807 1.02014 0.27 0.28 -0.29
C 0.12264 0.00135 -3.07737 -0.14 -0.34 0.56
H 0.01698 -0.19662 -4.15323 -0.03 0.00 0.44
C 0.19889 -2.97394 -2.35830 -0.29 0.22 0.15
C -2.50707 -1.39435 -2.46956 0.22 0.17 -0.14
C 2.25926 2.77467 1.00290 -0.36 -0.10 -0.19
C 0.17849 2.01303 3.19583 0.13 -0.10 -0.33
C 1.23698 -3.28845 -1.25765 0.17 0.03 0.01
H 0.75144 -3.74034 -0.37969 0.08 0.10 -0.21
H 1.95879 -4.02081 -1.66645 -0.27 0.25 0.27
H 1.78408 -2.40008 -0.91657 -0.02 -0.18 -0.25
C -0.81047 -4.14060 -2.34484 -0.09 -0.10 -0.11
H -1.27740 -4.25973 -1.35288 0.14 0.04 -0.43
H -1.60092 -4.04089 -3.10485 0.35 -0.04 0.26
H -0.25506 -5.07108 -2.56460 -0.19 0.35 0.11
C 0.89664 -2.90628 -3.72946 0.06 -0.09 -0.19
H 1.00763 -3.93170 -4.12940 -0.01 0.41 0.15
H 0.33037 -2.31653 -4.46771 0.22 -0.36 0.21
H 1.90487 -2.47584 -3.64117 -0.44 -0.08 -0.06
C -3.25766 -2.42226 -1.59124 -0.24 0.11 0.38
H -2.70972 -2.62351 -0.65834 -0.26 -0.04 -0.11
H -4.23964 -1.99254 -1.31794 0.42 -0.36 -0.03
H -3.44342 -3.37392 -2.10609 0.19 0.29 0.25
C -3.16369 -0.01803 -2.21568 -0.02 0.31 0.19
H -2.80346 0.44650 -1.28591 -0.27 -0.08 -0.35
H -3.00002 0.68136 -3.04951 0.08 -0.19 0.34
H -4.25401 -0.17357 -2.11754 0.45 0.17 -0.14
C -2.67232 -1.72888 -3.96523 -0.12 -0.54 -0.37
H -1.71109 -1.77211 -4.50114 -0.43 0.07 0.07
H -3.14836 -2.72308 -4.05928 0.25 0.48 -0.22
H -3.32477 -0.99903 -4.47635 0.31 -0.31 0.20
C 1.17607 1.09352 3.93191 0.12 0.15 0.14
H 0.99088 1.16634 5.01974 0.06 -0.07 -0.38
H 1.03648 0.04002 3.63527 0.22 0.58 0.11
H 2.22597 1.37389 3.75315 -0.35 -0.07 0.04
C -1.23574 1.45185 3.43771 -0.36 0.34 0.42
H -1.99454 1.92420 2.79359 0.19 -0.18 0.36
H -1.27261 0.36491 3.27239 -0.33 1.86 0.78
H -1.51258 1.65686 4.48891 0.07 -0.11 -0.43
C 0.21854 3.44794 3.76206 -0.26 0.22 0.13
H -0.12653 4.18382 3.01551 0.12 -0.23 0.41
H -0.47389 3.50785 4.62269 0.35 0.02 -0.32
H 1.21416 3.74994 4.11402 -0.40 -0.16 -0.19
C 2.21012 3.31978 -0.43774 -0.05 0.11 -0.16
H 1.58703 4.22644 -0.51778 0.20 -0.29 0.03
H 3.23589 3.59021 -0.74916 -0.39 -0.09 0.16
H 1.83588 2.55704 -1.13526 0.24 0.28 0.20
C 3.32005 1.65163 1.06035 0.49 0.08 0.21
H 3.67599 1.41983 0.04084 -0.26 -0.19 0.61
H 4.17781 2.00241 1.66589 -0.30 -0.23 -0.27
H 2.93220 0.73220 1.52701 0.27 0.18 -0.29
C 2.63708 3.93951 1.93454 -0.07 0.17 0.07
H 1.84003 4.70174 1.98917 0.37 -0.28 -0.03
H 2.88235 3.61119 2.95680 -0.08 0.08 -0.41
H 3.53760 4.43395 1.52347 -0.34 -0.26 0.13
Be 0.00000 0.00000 0.00000 1.48 3.01 -5.12
C -1.75752 -0.04013 0.78173 -0.63 1.41 -2.02
O -2.83292 -0.20328 1.24634 -4.70 1.00 -0.46
N 1.77694 0.03758 -1.27448 -0.72 -0.44 -0.32
C 1.61592 0.04598 -2.53593 -0.07 -0.07 1.58
C 2.79523 0.21892 -3.54230 -0.12 0.09 0.05
C 2.36995 0.14414 -5.02139 -0.11 0.04 -0.12
C 3.43160 1.60478 -3.29209 -0.10 0.12 -0.05
C 3.85902 -0.86118 -3.24560 0.20 -0.30 -0.05
H 1.89885 -0.82071 -5.27698 0.20 0.36 0.10
H 1.66546 0.95350 -5.28323 0.24 -0.26 0.07
H 3.25818 0.25856 -5.66814 -0.35 -0.03 0.28
H 3.83327 1.65333 -2.26842 -0.16 -0.02 -0.36
H 4.25522 1.78173 -4.00823 -0.31 -0.10 0.29
H 2.68822 2.41232 -3.41359 0.26 -0.23 0.01
H 4.18116 -1.34884 -4.18391 0.02 0.21 0.42
H 4.73404 -0.39428 -2.76466 -0.26 -0.38 -0.16
H 3.47007 -1.64296 -2.57135 0.28 0.39 -0.21
N -2.52958 -1.86352 3.34659 2.82 0.61 0.31
C -1.17057 -1.50627 3.07646 -1.94 -6.06 4.02
N -0.19738 -2.05252 3.95942 -1.97 0.95 -1.03
S -0.64674 -0.83221 1.69975 5.60 -4.34 2.35
H -2.74962 -2.35480 4.22486 0.45 0.51 -0.72
H -3.31177 -1.76928 2.69353 0.96 0.57 0.08
H 0.80492 -2.05802 3.72353 -1.06 0.22 0.11
H -0.49052 -2.55525 4.80933 0.22 0.45 -0.83
```
Forces are in eV/Å.

---

Number 1: LUMO energy -0.659 eV, Kohn-Sham gap 8.533 eV, DFT total energy -3215283.059 eV. Number 2: LUMO energy -3.966 eV, Kohn-Sham gap 5.134 eV, DFT total energy -69815.307 eV.